{
  "formula": "C32H46N7O3RuSSb",
  "method": "ωB97M-V/def2-TZVPD",
  "molar_mass_g_mol": 831.663,
  "total_energy_ev": -70445.487,
  "orbital_gap_ha": [0.25983, 0.23929],
  "charge": 2,
  "homo_energy_ev": [-12.99, -13.93],
  "de_lowest_ev": 0.217,
  "multiplicity": 5,
  "symbols": ["Ru", "C", "C", "N", "N", "C", "N", "S", "C", "C", "C", "C", "C", "N", "H", "H", "H", "H", "H", "H", "H", "H", "H", "C", "C", "C", "C", "C", "C", "O", "N", "C", "O", "N", "C", "O", "H", "H", "H", "H", "H", "H", "H", "H", "H", "H", "H", "C", "C", "C", "Sb", "C", "C", "C", "C", "C", "C", "H", "H", "H", "H", "H", "H", "H", "H", "H", "H", "H", "H", "H", "H", "H", "H", "H", "H", "H", "H", "H", "N", "C", "C", "C", "C", "C", "C", "C", "H", "H", "H", "H", "H"],
  "coordinates": [[0.74833, 0.67643, 1.63706], [3.86113, 0.68136, 4.52485], [2.59697, 0.84991, 3.76557], [2.54651, 0.90488, 2.46235], [3.69064, 0.94065, 1.74842], [3.53235, 1.20479, 0.48574], [4.60263, 1.31051, -0.30323], [1.93633, 1.46961, -0.25149], [1.31565, 1.09657, 4.43113], [1.15255, 1.07936, 5.80718], [-0.07029, 1.45412, 6.34546], [-1.08622, 1.86105, 5.49628], [-0.86050, 1.83105, 4.12963], [0.29854, 1.44437, 3.61204], [4.70417, 0.64180, 3.84394], [3.83235, -0.24194, 5.10852], [4.00014, 1.50823, 5.22357], [5.52108, 1.27231, 0.10906], [4.50295, 1.63489, -1.24781], [1.97293, 0.78237, 6.44502], [-0.22217, 1.44044, 7.41611], [-2.04000, 2.19610, 5.87773], [-1.63182, 2.13270, 3.43264], [-3.65846, -1.06959, -1.17360], [-4.28534, 0.26661, -0.78525], [-3.59426, 0.95684, 0.42018], [-4.11753, 2.40708, 0.52857], [-3.46788, 3.21809, 1.64725], [-4.01631, 0.19663, 1.66646], [-5.13768, 0.18703, 2.09153], [-3.01883, -0.55425, 2.29427], [-1.67943, -0.37982, 2.10127], [-0.84673, -0.93090, 2.82381], [-1.24051, 0.44154, 1.09743], [-2.09179, 1.01172, 0.18875], [-1.65670, 1.59475, -0.79674], [-4.22703, -1.53837, -1.97579], [-3.64062, -1.76132, -0.32825], [-2.63385, -0.92716, -1.52030], [-5.33150, 0.11977, -0.51660], [-4.25839, 0.95757, -1.62873], [-5.19133, 2.34699, 0.70124], [-3.93660, 2.89541, -0.42837], [-3.64797, 2.75682, 2.62229], [-3.90576, 4.21436, 1.67743], [-2.39276, 3.33077, 1.48158], [-3.30368, -1.13101, 3.07513], [-1.93489, 0.16312, -5.20464], [-1.85375, 1.05907, -3.98425], [-1.93923, 2.54657, -4.27411], [0.04820, 0.74165, -2.83474], [0.66702, -1.40064, -2.72738], [0.77744, -2.01924, -4.11189], [-0.23859, -2.20489, -1.80705], [1.76281, 1.54129, -4.04576], [2.01739, 2.99607, -3.68583], [1.51567, 1.33812, -5.53092], [-2.82435, 0.44873, -5.77539], [-2.04997, -0.88485, -4.92983], [-1.08011, 0.27098, -5.87174], [-2.60436, 0.77609, -3.24688], [-1.14680, 2.88270, -4.94455], [-1.89935, 3.13271, -3.35494], [-2.89239, 2.75406, -4.76750], [1.65914, -1.29663, -2.28108], [-0.18260, -2.04597, -4.62566], [1.12027, -3.05280, -4.00778], [1.50008, -1.50056, -4.74024], [-1.18819, -2.43431, -2.29182], [-0.43828, -1.68726, -0.86846], [0.24246, -3.15731, -1.56561], [2.57878, 0.90342, -3.69550], [1.19729, 3.63550, -4.01570], [2.92523, 3.34603, -4.18518], [2.14595, 3.13726, -2.61313], [0.74394, 2.01236, -5.90357], [1.23496, 0.31565, -5.77840], [2.43565, 1.56215, -6.07872], [1.40241, -1.42181, 1.14896], [1.81443, -2.44449, 1.47858], [2.28918, -3.71830, 1.86778], [1.36233, -4.68762, 2.27267], [1.81466, -5.92745, 2.67815], [3.17703, -6.20256, 2.68592], [4.09638, -5.24049, 2.28233], [3.66065, -3.99654, 1.87048], [0.30593, -4.45341, 2.26505], [1.10798, -6.68394, 2.99000], [3.52629, -7.17446, 3.00770], [5.15346, -5.46695, 2.28921], [4.36653, -3.24216, 1.54812]],
  "forces_ev_per_a": [[-0.2780, 0.3972, -0.7898], [0.0670, 0.0675, 0.0110], [0.3762, 0.0328, -0.4157], [-0.0281, 0.0656, 0.4857], [0.8607, -0.1363, -0.0659], [-0.5744, 0.0358, 0.0801], [0.0718, -0.0215, -0.0412], [-0.2442, -0.1519, 0.6302], [-0.3446, 0.1047, 0.3609], [0.2013, -0.0510, -0.1837], [-0.1640, 0.0532, -0.0541], [0.1234, -0.0036, 0.1132], [-0.1158, 0.0296, -0.0085], [0.1899, -0.2017, 0.0456], [-0.0047, 0.0026, 0.0175], [-0.0695, 0.0017, 0.0058], [-0.0066, -0.0041, 0.0032], [0.0095, 0.0279, -0.0233], [0.0414, -0.0157, -0.0231], [-0.0141, 0.0113, 0.0105], [0.0145, 0.0132, 0.0024], [-0.0030, -0.0065, -0.0099], [0.0209, -0.0575, -0.0436], [-0.0908, 0.1844, 0.0957], [0.0914, -0.1786, -0.0031], [-0.2359, 0.1117, -0.1256], [0.1465, 0.0397, 0.2036], [-0.1169, -0.0998, -0.1274], [0.1675, -0.0540, -0.0130], [0.0131, -0.0311, -0.0673], [-0.0502, 0.0376, 0.0266], [-0.4196, -0.3218, 0.1178], [-0.0845, 0.1584, -0.1457], [0.3268, 0.1461, 0.0599], [0.0580, 0.0408, -0.1829], [-0.0752, -0.0254, 0.1532], [0.0184, -0.0240, 0.0022], [0.0083, -0.0550, -0.0420], [0.0089, -0.0473, -0.0087], [-0.0206, 0.1027, 0.0154], [0.0284, 0.0371, 0.0243], [-0.0294, -0.0122, -0.1072], [-0.0635, -0.0297, -0.0273], [0.0109, 0.0143, 0.0118], [0.0589, 0.0234, 0.0457], [0.0101, 0.0304, 0.0494], [0.0123, -0.0038, 0.0497], [-0.1229, 0.0119, -0.0632], [0.6980, -0.1348, 0.5386], [-0.0576, -0.0021, 0.0033], [0.2812, -0.4723, -1.0953], [-0.3283, 0.5151, 0.1303], [0.1001, 0.0395, -0.0189], [0.0770, 0.0001, 0.0213], [-0.6558, -0.0403, 0.4489], [0.0985, 0.0026, -0.0205], [0.0451, -0.0494, -0.0486], [0.0101, -0.0313, -0.0042], [0.0453, -0.0071, -0.0414], [-0.0249, -0.0189, 0.0089], [-0.0071, 0.0168, 0.0031], [-0.0141, 0.0053, 0.0058], [-0.0055, 0.0469, -0.0328], [0.0145, 0.0418, 0.0061], [-0.0151, 0.0581, 0.0363], [0.0211, -0.0160, -0.0136], [0.0001, 0.0042, -0.0013], [-0.0051, -0.0415, -0.0258], [-0.0121, 0.0112, 0.0048], [-0.0128, -0.0309, 0.0466], [-0.0247, -0.0043, -0.0315], [-0.0320, -0.0297, 0.0245], [0.0038, 0.0009, -0.0025], [-0.0260, 0.0080, -0.0142], [0.0161, 0.0431, 0.0031], [-0.0004, -0.0212, 0.0010], [0.0069, 0.0291, -0.0622], [-0.0162, 0.0369, 0.0026], [0.0671, -0.1847, 0.1939], [-0.1172, 0.3244, -0.2602], [0.1500, -0.5986, 0.2350], [-0.0160, 0.1844, -0.0561], [0.0292, -0.0787, 0.0163], [-0.0019, 0.0574, -0.0214], [-0.0013, -0.0851, 0.0221], [-0.0584, 0.1638, -0.0736], [0.0019, -0.0200, 0.0178], [-0.0057, 0.0121, 0.0002], [-0.0044, 0.0001, -0.0038], [0.0007, 0.0138, -0.0076], [-0.0041, 0.0023, 0.0157]]
}


{
  "formula": "C6H12",
  "method": "ωB97M-V/def2-TZVPD",
  "molar_mass_g_mol": 84.162,
  "total_energy_ev": -6415.774,
  "orbital_gap_ha": 0.35777,
  "charge": 0,
  "homo_energy_ev": -8.64,
  "de_lowest_ev": 1.167,
  "symbols": ["C", "C", "C", "C", "C", "C", "H", "H", "H", "H", "H", "H", "H", "H", "H", "H", "H", "H"],
  "coordinates": [[1.78356, -1.63278, 0.82130], [0.52983, -0.82643, 1.07092], [0.08002, 0.06416, 0.18656], [0.82751, 0.33050, -1.09672], [-1.11949, 0.91724, 0.53065], [-2.06793, 1.10495, -0.67725], [1.99416, -2.33667, 1.61860], [1.69794, -2.12834, -0.15220], [2.68214, -1.01893, 0.69813], [-0.15130, -1.30137, 1.76664], [0.38590, 1.10726, -1.70746], [0.98733, -0.60609, -1.63042], [1.83414, 0.62885, -0.78864], [-0.77655, 1.87120, 0.92374], [-1.68358, 0.38816, 1.29999], [-1.94554, 0.27184, -1.36194], [-1.96207, 2.05998, -1.18400], [-3.09606, 1.10646, -0.31791]],
  "forces_ev_per_a": [[0.0995, 0.4498, -0.4447], [0.2059, -1.2951, -0.9285], [-0.1578, 0.5903, 0.5095], [0.6824, -0.0179, 1.1274], [-0.3978, -0.7567, -0.9375], [-0.2200, 0.2082, 0.7313], [-0.1002, -0.2294, -0.0558], [0.0133, -0.4251, 0.2082], [-0.1150, 0.2025, 0.2002], [-0.0158, 0.7553, 0.6486], [-0.0601, -0.0492, -0.1740], [-0.2614, 0.0649, -0.3346], [0.0956, 0.2749, -0.3389], [-0.0576, 0.1391, 0.0947], [0.1577, 0.2029, 0.2676], [-0.0982, 0.0472, -0.2614], [0.3476, -0.0362, -0.2493], [-0.1181, -0.1254, -0.0628]]
}


{
  "formula": "C2H11NO2S",
  "method": "ωB97M-V/def2-TZVPD",
  "molar_mass_g_mol": 113.182,
  "total_energy_ev": -18672.578,
  "orbital_gap_ha": 0.33839,
  "charge": 0,
  "homo_energy_ev": -8.79,
  "de_lowest_ev": 0.294,
  "symbols": ["N", "C", "C", "S", "H", "H", "H", "H", "H", "H", "H", "O", "H", "H", "O", "H", "H"],
  "coordinates": [[0.87892, -1.85001, 1.34103], [0.82963, -0.96041, 0.17614], [0.09263, -1.67033, -0.95530], [-0.44714, -0.53981, -2.28492], [1.34336, -1.35350, 2.09671], [-0.05881, -2.03986, 1.68077], [1.85899, -0.74679, -0.11673], [0.34863, 0.00035, 0.35979], [0.74285, -2.39318, -1.44384], [-0.77591, -2.19217, -0.55746], [-1.20283, 0.26751, -1.54520], [0.51770, 2.62996, 0.15865], [1.06608, 2.86811, -0.59744], [0.65611, 3.34418, 0.79663], [-1.78227, 1.26689, 0.51986], [-2.69905, 1.56602, 0.53837], [-1.36889, 1.80303, -0.16706]],
  "forces_ev_per_a": [[0.1120, 0.2492, 0.2031], [-0.0853, -0.1460, -0.1245], [0.0140, 0.4235, -0.0302], [0.3599, -0.2833, -0.2336], [0.0151, -0.1921, -0.0255], [-0.0138, 0.0539, -0.0946], [-0.0087, -0.0061, -0.1190], [-0.0850, 0.0029, 0.1689], [-0.0776, -0.1132, 0.0000], [-0.0314, -0.0459, -0.0427], [-0.1512, -0.0500, 0.2321], [0.2634, 0.3997, -0.1019], [0.0332, -0.0601, 0.0274], [-0.1043, -0.2284, -0.1278], [-0.5933, -0.0411, -0.1017], [0.0498, -0.1335, 0.0444], [0.3032, 0.1706, 0.3257]]
}


{
  "formula": "C5H7N",
  "method": "ωB97M-V/def2-TZVPD",
  "molar_mass_g_mol": 81.118,
  "total_energy_ev": -6782.154,
  "orbital_gap_ha": 0.32360,
  "charge": 0,
  "homo_energy_ev": -7.79,
  "de_lowest_ev": 6.359,
  "symbols": ["C", "C", "C", "N", "H", "H", "H", "H", "H", "C", "C", "H", "H"],
  "coordinates": [[1.63177, 0.45980, -1.97075], [1.21405, 0.06073, -0.60220], [0.66600, -0.11466, 0.54834], [0.83004, -1.33198, -0.17412], [2.00238, 1.46697, -2.09127], [0.87918, 0.21953, -2.73920], [2.49654, -0.13686, -2.18554], [0.44286, 0.32154, 1.53072], [-0.04003, -1.52313, -0.68338], [-2.22642, -0.39925, 2.01768], [-2.74410, 0.67854, 2.13683], [-2.31619, -1.43583, 2.22543], [-2.83608, 1.73460, 1.98745]],
  "forces_ev_per_a": [[0.2649, -0.0762, 0.5907], [-0.7675, 0.2822, -0.4093], [0.7501, 2.9461, 0.6651], [-0.1225, -2.0389, -0.9047], [-0.3976, 0.5099, 0.2165], [0.0507, 0.1170, 0.4867], [0.4923, -0.6558, -0.3198], [-0.0607, -0.6882, -0.6468], [-0.1544, -0.3775, 0.3083], [-1.3368, -0.8041, 0.8653], [0.9497, 1.4012, -0.8347], [0.7462, -0.4983, -0.3176], [-0.4143, -0.1173, 0.3003]]
}


Which formula does entry 1 have? C32H46N7O3RuSSb